The following is a DFT calculation (ωB97M-V/def2-TZVPD) of C3H3NS2 in the gas phase at a distorted geometry.

Each line ends with the Mulliken charge.
CARTESIAN COORDINATES (ANGSTROEM)
C 1.84 -1.00 -0.83  -0.26
C -0.65 1.62 0.08  -0.38
C -0.09 -1.15 0.67  -0.34
N 0.89 -1.03 -0.12  0.05
S -2.08 1.00 -0.17  0.07
S -1.78 -1.11 0.11  -0.12
H 2.15 -0.16 -1.22  0.28
H -0.46 2.71 -0.17  0.25
H 0.18 -0.87 1.65  0.44

Computed properties:
E_tot, Eh: -967.0375
Relative energy (zero: lowest compared OMol25 entry of this formula, charge and spin), kJ/mol: 468.6
LUMO, hartree: -0.00870